# 1
# C42H56BrN3O4S3SeSiSr

A molecular structure, C42H56BrN3O4S3SeSiSr (ωB97M-V/def2-TZVPD, OMol25).

Output
HOMO energy = -0.0027 Ha
energy above the lowest of the compared OMol25 structures with the same formula, charge and spin = 0.0000 eV
total charge = -2

Geometry (Å):
Sr1 0.468 0.355 -0.659
C1 -0.096 2.919 5.528
N1 0.814 3.532 4.601
C2 1.677 4.571 4.861
C3 2.333 4.848 3.711
N2 1.855 3.983 2.747
C4 0.911 3.141 3.294
S1 0.141 1.851 2.623
C5 2.192 4.055 1.366
C6 3.531 4.088 0.995
C7 3.801 4.149 -0.363
C8 2.745 4.164 -1.256
C9 1.443 4.152 -0.763
N3 1.173 4.111 0.534
H1 0.071 3.357 6.511
H2 0.077 1.842 5.558
H3 -1.128 3.083 5.210
H4 1.756 5.016 5.834
H5 3.065 5.597 3.477
H6 4.315 4.017 1.735
H7 4.827 4.152 -0.713
H8 2.893 4.160 -2.326
H9 0.598 4.125 -1.442
C10 -7.873 -1.694 -0.751
C11 -7.219 -0.318 -0.907
C12 -7.426 0.146 -2.354
C13 -7.945 0.653 0.030
C14 -5.728 -0.351 -0.595
C15 -5.030 0.836 -0.386
C16 -3.673 0.826 -0.172
Br1 -2.795 2.467 0.166
C17 -2.882 -0.361 -0.168
O1 -1.613 -0.303 -0.021
C18 -3.611 -1.580 -0.343
C19 -4.984 -1.524 -0.558
C20 -2.972 -2.975 -0.226
C21 -1.465 -3.039 -0.501
C22 -3.635 -3.956 -1.212
C23 -3.232 -3.483 1.198
H10 -8.949 -1.612 -0.917
H11 -7.710 -2.104 0.246
H12 -7.482 -2.409 -1.472
H13 -8.488 0.264 -2.584
H14 -6.999 -0.577 -3.048
H15 -6.928 1.099 -2.528
H16 -9.027 0.569 -0.095
H17 -7.671 1.686 -0.172
H18 -7.698 0.443 1.070
H19 -5.535 1.791 -0.397
H20 -5.503 -2.459 -0.694
H21 -1.216 -2.616 -1.474
H22 -1.161 -4.091 -0.500
H23 -0.880 -2.514 0.249
H24 -3.648 -3.548 -2.221
H25 -4.658 -4.210 -0.934
H26 -3.067 -4.888 -1.229
H27 -2.781 -2.818 1.930
H28 -2.807 -4.480 1.341
H29 -4.305 -3.530 1.394
O2 2.632 0.833 0.026
S2 3.520 -0.375 0.173
C24 4.956 0.109 -0.826
C25 4.561 0.227 -2.292
C26 4.067 -1.074 -2.929
C27 3.220 -0.846 -4.170
S3 1.744 0.237 -3.634
O3 1.137 -0.843 -2.720
C28 0.911 0.139 -5.202
C29 1.370 0.894 -6.268
C30 0.723 0.804 -7.489
C31 -0.363 -0.040 -7.644
C32 -0.805 -0.800 -6.569
C33 -0.171 -0.714 -5.343
C34 4.325 -0.100 1.754
C35 5.372 -0.897 2.181
C36 6.011 -0.591 3.374
C37 5.604 0.503 4.123
C38 4.536 1.274 3.695
C39 3.879 0.967 2.513
H30 5.705 -0.669 -0.653
H31 5.326 1.054 -0.427
H32 5.414 0.625 -2.856
H33 3.780 0.990 -2.357
H34 3.438 -1.615 -2.215
H35 4.923 -1.727 -3.144
H36 2.888 -1.780 -4.619
H37 3.749 -0.243 -4.917
H38 2.196 1.575 -6.128
H39 1.062 1.409 -8.322
H40 -0.875 -0.100 -8.598
H41 -1.667 -1.447 -6.680
H42 -0.513 -1.259 -4.476
H43 5.685 -1.756 1.602
H44 6.828 -1.215 3.721
H45 6.103 0.733 5.057
H46 4.183 2.105 4.295
H47 3.018 1.515 2.172
C40 1.859 -1.121 4.357
Si1 1.478 -2.113 2.771
C41 -0.169 -2.961 3.161
C42 2.777 -3.524 2.765
O4 1.486 -1.307 1.413
H48 2.926 -0.983 4.505
H49 1.463 -1.641 5.231
H50 1.393 -0.140 4.301
H51 -0.080 -3.585 4.051
H52 -0.503 -3.583 2.337
H53 -0.944 -2.220 3.346
H54 2.515 -4.310 3.476
H55 3.769 -3.158 3.028
H56 2.834 -3.970 1.775
Se1 -0.150 2.105 -2.954

# 2
# C42H56ClHoN5O5PS

A molecular structure, C42H56ClHoN5O5PS (ωB97M-V/def2-TZVPD, OMol25).

Output
HOMO energy (alpha / beta) = -0.4189 / -0.4189 Ha
energy above the lowest of the compared OMol25 structures with the same formula, charge and spin = 1.6178 eV
total charge = +2
2S+1 = 5

Geometry (Å):
Ho1 -1.014 -0.691 -1.436
C1 -3.704 3.136 -0.174
N1 -4.116 2.384 -1.314
C2 -5.261 2.850 -2.107
C3 -3.247 1.482 -1.758
O1 -2.075 1.376 -1.255
C4 -3.746 0.485 -2.805
O2 -2.963 -0.768 -2.656
C5 -3.502 -2.183 -2.854
C6 -3.142 -2.939 -1.642
O3 -2.253 -2.538 -0.854
N2 -3.793 -4.050 -1.411
C7 -3.597 -4.821 -0.233
C8 -4.770 -4.605 -2.309
H1 -4.508 3.762 0.188
H2 -2.844 3.799 -0.430
H3 -3.298 2.493 0.605
H4 -4.972 3.150 -3.117
H5 -5.658 3.733 -1.575
H6 -6.078 2.084 -2.174
H7 -3.593 0.874 -3.830
H8 -4.860 0.298 -2.690
H9 -3.073 -2.550 -3.788
H10 -4.573 -2.040 -3.056
H11 -2.788 -4.330 0.328
H12 -3.219 -5.793 -0.549
H13 -4.491 -4.997 0.390
H14 -4.279 -5.186 -3.094
H15 -5.315 -3.786 -2.752
H16 -5.421 -5.268 -1.752
Cl1 3.547 -0.564 -7.509
C9 2.411 -0.312 -6.270
C10 1.524 0.763 -6.345
C11 0.630 1.022 -5.314
C12 0.486 0.100 -4.254
O4 -0.385 0.342 -3.349
C13 1.338 -1.117 -4.223
C14 1.322 -2.003 -3.163
O5 0.317 -2.168 -2.290
C15 2.256 -1.282 -5.258
H17 1.604 1.387 -7.222
H18 0.008 1.894 -5.250
H19 2.126 -2.756 -3.086
H20 2.746 -2.236 -5.430
N3 1.141 1.033 -1.045
C16 2.103 1.468 -0.124
C17 2.994 0.500 0.462
C18 3.910 0.868 1.456
C19 4.015 2.253 1.809
C20 3.125 3.217 1.267
C21 2.126 2.836 0.335
P1 1.037 4.149 -0.208
C22 0.959 5.164 1.302
C23 -0.002 4.697 2.295
C24 -0.037 5.325 3.547
C25 0.817 6.418 3.803
C26 1.766 6.792 2.869
C27 1.720 6.327 1.569
C28 1.984 5.184 -1.354
C29 3.272 5.059 -1.780
C30 3.817 6.094 -2.619
C31 3.021 7.127 -3.166
C32 1.658 7.072 -2.836
C33 1.170 6.117 -2.003
H21 0.444 1.758 -1.191
H22 1.580 0.833 -1.939
H23 3.055 -0.510 -0.012
H24 4.634 0.172 1.921
H25 4.759 2.707 2.478
H26 3.408 4.260 1.390
H27 -0.809 3.969 2.093
H28 -0.698 5.089 4.389
H29 0.798 6.770 4.841
H30 2.487 7.588 3.133
H31 2.281 6.762 0.745
H32 3.917 4.167 -1.608
H33 4.881 6.127 -2.795
H34 3.484 7.866 -3.804
H35 0.926 7.721 -3.313
H36 0.124 6.111 -1.658
C34 4.407 -5.558 1.661
C35 2.948 -5.968 1.670
C36 1.939 -5.101 0.885
C37 0.831 -4.618 1.791
N4 -0.003 -3.565 1.170
C38 -0.404 -2.444 1.895
S1 -0.340 -0.918 1.222
N5 -0.815 -2.578 3.143
C39 -1.056 -3.821 3.868
C40 -1.509 -3.576 5.293
C41 -0.395 -3.047 6.231
C42 -0.934 -2.603 7.577
H37 4.960 -6.236 2.301
H38 4.460 -4.559 2.164
H39 4.883 -5.513 0.664
H40 2.672 -6.025 2.690
H41 2.802 -7.005 1.385
H42 1.569 -5.597 0.010
H43 2.603 -4.270 0.459
H44 1.286 -4.172 2.716
H45 0.153 -5.480 2.134
H46 0.244 -3.285 0.216
H47 -1.243 -1.725 3.491
H48 -0.108 -4.374 3.924
H49 -1.705 -4.507 3.271
H50 -1.836 -4.508 5.687
H51 -2.389 -2.872 5.392
H52 0.221 -2.240 5.723
H53 0.254 -3.910 6.371
H54 -1.422 -1.601 7.473
H55 -0.077 -2.475 8.366
H56 -1.640 -3.373 7.972

# 3
# C42H56N10O3SSeY

A molecular structure, C42H56N10O3SSeY (ωB97M-V/def2-TZVPD, OMol25).

Output
HOMO energy = -0.3298 Ha
energy above the lowest of the compared OMol25 structures with the same formula, charge and spin = 0.0000 eV
total charge = +1

Geometry (Å):
Y1 0.941 -0.324 -0.907
O1 -0.975 -1.097 -1.449
C1 -2.029 -0.881 -2.172
C2 -3.190 -1.657 -2.054
C3 -4.356 -1.290 -2.770
C4 -4.485 -0.118 -3.558
C5 -3.382 0.700 -3.640
C6 -2.160 0.264 -3.115
C7 -0.996 0.955 -3.499
N1 0.243 0.805 -3.032
C8 1.153 1.864 -3.597
C9 2.370 1.959 -2.701
N2 1.964 1.921 -1.321
C10 1.533 3.048 -0.824
C11 0.519 3.281 0.221
C12 0.434 4.612 0.616
C13 -0.533 4.941 1.608
C14 -1.546 4.055 1.907
C15 -1.419 2.752 1.505
C16 -0.360 2.306 0.671
O2 -0.350 1.050 0.316
H1 -3.215 -2.545 -1.479
H2 -5.305 -1.861 -2.622
H3 -5.348 0.148 -4.180
H4 -3.494 1.611 -4.156
H5 -1.179 1.480 -4.436
H6 0.667 2.873 -3.767
H7 1.467 1.507 -4.574
H8 2.893 2.939 -2.880
H9 3.095 1.184 -2.972
H10 1.753 3.998 -1.288
H11 1.072 5.346 0.180
H12 -0.444 5.931 1.957
H13 -2.412 4.391 2.472
H14 -2.230 2.026 1.841
C17 0.653 0.232 3.602
N3 -0.349 -0.775 3.407
C18 -1.023 -1.189 4.607
C19 -0.421 -1.398 2.179
N4 0.647 -1.501 1.316
C20 1.831 -1.916 1.873
C21 1.872 -2.785 2.975
C22 2.884 -2.685 3.901
C23 4.045 -1.893 3.655
C24 4.208 -1.476 2.337
C25 3.110 -1.425 1.439
N5 3.226 -1.030 0.127
C26 4.400 -1.073 -0.509
N6 5.060 0.077 -0.876
C27 4.749 1.285 -0.130
C28 5.861 0.222 -2.103
N7 4.928 -2.272 -0.862
C29 4.055 -3.420 -0.904
C30 6.321 -2.397 -1.089
N8 -1.599 -2.042 1.865
C31 -1.569 -3.119 0.859
C32 -2.873 -1.444 2.213
H15 0.236 1.029 4.252
H16 0.924 0.637 2.617
H17 1.553 -0.184 3.995
H18 -0.411 -1.910 5.136
H19 -1.940 -1.750 4.237
H20 -1.381 -0.339 5.183
H21 0.988 -3.482 3.141
H22 2.922 -3.212 4.831
H23 4.793 -1.769 4.346
H24 5.172 -1.200 1.918
H25 4.757 2.132 -0.824
H26 5.510 1.389 0.682
H27 3.732 1.228 0.263
H28 5.490 -0.505 -2.845
H29 6.906 -0.033 -1.933
H30 5.831 1.215 -2.522
H31 3.054 -3.062 -1.043
H32 4.133 -4.082 -0.073
H33 4.241 -3.979 -1.870
H34 6.936 -1.752 -0.452
H35 6.674 -2.296 -2.110
H36 6.620 -3.471 -0.830
H37 -2.572 -3.546 0.714
H38 -0.982 -3.892 1.315
H39 -1.179 -2.704 -0.091
H40 -2.808 -0.313 2.331
H41 -3.146 -1.876 3.216
H42 -3.620 -1.624 1.439
C33 -4.287 6.278 0.863
C34 -5.516 5.797 1.649
S1 -6.115 4.108 1.199
O3 -4.931 3.291 0.798
C35 -6.820 3.525 2.887
C36 -6.237 2.212 3.493
H43 -3.833 7.199 1.364
H44 -4.606 6.549 -0.146
H45 -3.452 5.543 0.743
H46 -6.413 6.383 1.309
H47 -5.368 5.792 2.756
H48 -7.839 3.336 2.548
H49 -6.774 4.401 3.544
H50 -6.602 1.346 2.901
H51 -6.599 2.085 4.525
H52 -5.149 2.227 3.527
Se1 2.674 -1.801 -4.033
N9 1.527 -2.266 -2.602
C37 0.879 -3.412 -2.890
C38 0.102 -4.239 -2.032
C39 -0.346 -5.494 -2.545
C40 -0.059 -5.841 -3.863
C41 0.536 -5.032 -4.773
C42 1.080 -3.857 -4.315
N10 1.860 -2.998 -5.056
H53 -0.010 -3.912 -1.030
H54 -0.967 -6.115 -1.902
H55 -0.465 -6.794 -4.240
H56 0.585 -5.112 -5.886

# 4
# C42H57BCl3IN10OS3Y

A molecular structure, C42H57BCl3IN10OS3Y (ωB97M-V/def2-TZVPD, OMol25).

Output
HOMO energy = -0.5410 Ha
energy above the lowest of the compared OMol25 structures with the same formula, charge and spin = 0.0840 eV
total charge = +3

Geometry (Å):
Y1 2.239 -1.983 0.941
C1 1.848 0.645 -4.260
C2 0.853 1.163 -3.273
C3 0.057 2.238 -3.529
C4 -0.897 2.693 -2.584
N1 -1.051 2.071 -1.446
N2 -0.280 0.999 -1.209
B1 -0.607 0.295 0.116
N3 -1.478 1.123 1.089
N4 -2.770 1.407 1.060
C5 -3.194 2.161 2.053
C6 -2.301 2.621 3.062
C7 -0.969 2.293 3.083
C8 0.014 2.757 4.105
C9 -0.598 1.475 2.005
S1 0.873 0.736 1.377
C10 -4.662 2.550 2.072
C11 -5.417 1.866 0.936
C12 -5.270 2.129 3.417
C13 -4.750 4.073 1.906
N5 -1.329 -1.065 -0.178
N6 -2.201 -0.773 -1.169
C14 -3.080 -1.665 -1.524
C15 -3.116 -2.931 -0.887
C16 -2.244 -3.233 0.113
C17 -2.263 -4.554 0.813
C18 -1.300 -2.221 0.485
S2 -0.220 -2.505 1.803
C19 -4.063 -1.302 -2.621
C20 -3.898 -2.306 -3.770
C21 -5.482 -1.383 -2.045
C22 -3.804 0.112 -3.136
C23 0.665 0.523 -2.013
S3 1.565 -0.900 -1.579
C24 -1.792 3.882 -2.872
C25 -0.912 5.124 -3.063
C26 -2.577 3.598 -4.162
C27 -2.770 4.116 -1.723
H1 1.861 1.268 -5.151
H2 2.852 0.620 -3.833
H3 1.604 -0.379 -4.546
H4 0.144 2.757 -4.475
H5 -2.700 3.255 3.843
H6 -0.479 3.312 4.900
H7 0.545 1.913 4.543
H8 0.755 3.414 3.644
H9 -5.369 0.779 1.018
H10 -6.465 2.163 0.982
H11 -5.025 2.147 -0.042
H12 -5.196 1.051 3.567
H13 -4.797 2.629 4.263
H14 -6.326 2.397 3.438
H15 -4.311 4.395 0.961
H16 -5.795 4.382 1.913
H17 -4.250 4.606 2.717
H18 -3.849 -3.663 -1.199
H19 -2.999 -5.212 0.355
H20 -1.282 -5.030 0.775
H21 -2.508 -4.428 1.868
H22 -4.103 -3.331 -3.458
H23 -4.598 -2.069 -4.570
H24 -2.888 -2.269 -4.183
H25 -5.732 -2.384 -1.691
H26 -5.610 -0.684 -1.216
H27 -6.206 -1.125 -2.818
H28 -2.808 0.204 -3.575
H29 -4.537 0.345 -3.908
H30 -3.891 0.854 -2.341
H31 -0.209 5.010 -3.889
H32 -1.540 5.985 -3.293
H33 -0.348 5.353 -2.157
H34 -1.928 3.502 -5.033
H35 -3.174 2.689 -4.074
H36 -3.257 4.426 -4.360
H37 -2.251 4.344 -0.791
H38 -3.408 4.964 -1.973
H39 -3.405 3.246 -1.548
Cl1 4.615 -4.784 7.298
C28 4.076 -3.813 5.984
C29 4.455 -4.142 4.689
C30 3.987 -3.323 3.684
Cl2 4.381 -3.710 1.985
C31 3.172 -2.212 3.867
O1 2.756 -1.504 2.814
C32 2.818 -1.927 5.184
Cl3 1.800 -0.568 5.510
C33 3.262 -2.714 6.233
H40 5.078 -5.001 4.488
H41 2.970 -2.472 7.245
C34 6.662 0.285 1.495
C35 5.254 -0.293 1.722
N7 4.532 -0.434 0.437
C36 4.264 0.918 -0.094
C37 5.556 1.755 -0.137
N8 6.707 0.813 0.086
C38 6.628 -0.324 -0.896
C39 5.381 -1.153 -0.533
H42 7.452 -0.459 1.574
H43 6.891 1.119 2.156
H44 4.657 0.345 2.372
H45 5.333 -1.263 2.203
H46 3.527 1.409 0.542
H47 3.824 0.805 -1.084
H48 5.611 2.505 0.650
H49 5.717 2.237 -1.100
H50 7.584 1.315 -0.053
H51 7.554 -0.889 -0.813
H52 6.574 0.125 -1.887
H53 5.679 -2.103 -0.089
H54 4.793 -1.351 -1.431
I1 -0.145 -6.291 -3.139
C40 1.237 -5.441 -1.898
C41 2.510 -5.887 -1.601
N9 3.043 -5.018 -0.731
N10 2.183 -4.023 -0.415
C42 1.084 -4.291 -1.127
H55 3.058 -6.753 -1.934
H56 3.916 -5.114 -0.242
H57 0.228 -3.640 -1.070